1.
The following is a DFT calculation (the ωB97M-V functional and the def2-TZVPD basis) of a 2-piece molecular cluster, C3H9N2P overall in a non-equilibrium geometry.

As for the energy relative to the best compared isomer or geometry (same formula, charge and spin): 97.59 kcal per mole. The LUMO energy is 0.8 eV. The largest force on an atom is 0.0748 hartree/bohr.

Positions of all 15 atoms, in Å:
C 0.5105 1.0386 -0.7015
C -0.6964 0.7732 -1.2031
C -1.1678 -0.5549 -1.6513
N -0.7983 0.3895 2.8690
N 0.0403 0.2262 2.0759
P 1.8443 -0.0646 2.8126
H 1.2492 0.1883 -0.3508
H 0.7200 2.0073 -0.4882
H -1.4819 1.4803 -1.3370
H -0.7359 -0.8409 -2.5525
H -2.2304 -0.6788 -1.7502
H -0.7447 -1.3220 -0.9852
H 0.0619 0.1751 1.0555
H 1.4711 -1.4399 3.1070
H 1.3366 0.4618 4.0943


2.
The following is a DFT calculation (the ωB97M-V functional and the def2-TZVPD basis) of a 2-piece molecular cluster, C3H9N2P overall in a non-equilibrium geometry.

As for the energy relative to the best compared isomer or geometry (same formula, charge and spin): 94.44 kcal per mole. The LUMO energy is 0.5 eV. The largest force on an atom is 0.0736 hartree/bohr.

Positions of all 15 atoms, in Å:
C 0.7742 0.1844 -1.2415
N 0.4633 0.0257 0.1867
C 0.9110 -1.1593 0.8426
P 0.1593 1.4346 1.2085
H 0.0261 -0.5192 -1.8857
H 0.5407 1.3095 -1.4350
H 1.7738 -0.1255 -1.4874
H 0.2829 -1.4128 1.6870
H 0.6797 -2.0419 0.1951
H 2.0920 -1.1386 1.0583
H -1.1352 1.4173 0.3021
H 1.5515 1.8903 0.4963
C -2.6392 0.1780 0.0241
N -1.8486 -0.6606 -0.0345
H -3.6315 0.6182 0.0833


3.
The following is a DFT calculation (the ωB97M-V functional and the def2-TZVPD basis) of an isolated ion of composition C3H9N2S and charge +1 in a non-equilibrium geometry.

As for the net charge: +1. As for the energy relative to the best compared isomer or geometry (same formula, charge and spin): 61.82 kcal per mole. The LUMO energy is -3.9 eV. The largest force on an atom is 0.1203 hartree/bohr.

Positions of all 15 atoms, in Å:
H -0.6217 -1.8828 0.4113
N -1.3969 -1.2172 0.4132
C -1.4677 -0.0054 0.2041
C -2.4192 0.8810 -0.2544
S 0.2952 1.1899 0.5709
C 1.6038 -0.0964 0.7547
N 2.0564 -0.2840 -0.6030
H -3.2754 0.9141 0.3673
H -1.9018 1.7533 -0.5953
H -3.0232 0.4701 -1.0800
H 1.0996 -1.0206 1.1359
H 2.4206 0.1696 1.4658
H 1.2788 -0.5457 -1.3071
H 2.4502 0.6668 -0.8493
H 2.9013 -0.9927 -0.6340


4.
The following is a DFT calculation (the ωB97M-V functional and the def2-TZVPD basis) of an isolated molecule of C3H9N3 in a non-equilibrium geometry.

As for the energy relative to the best compared isomer or geometry (same formula, charge and spin): 58.60 kcal per mole. The LUMO energy is 0.9 eV. The largest force on an atom is 0.1007 hartree/bohr.

Positions of all 15 atoms, in Å:
N -1.3633 -1.4057 -0.1953
C -0.2016 -0.7670 0.3740
C 0.7580 -0.0039 -0.4422
N 2.2117 -0.0302 -0.1395
C -0.0866 0.7101 0.4636
N -1.1624 1.3299 -0.1974
H -1.6720 -0.6227 -0.8122
H -2.0854 -1.4779 0.5798
H 0.4186 -1.2500 1.0883
H 0.5554 0.1202 -1.4681
H 2.2823 0.5124 0.8025
H 2.7091 -0.9763 -0.1633
H 0.3515 1.1488 1.4139
H -2.0554 1.2402 0.4064
H -1.1251 2.4108 -0.4932


5.
The following is a DFT calculation (the ωB97M-V functional and the def2-TZVPD basis) of an isolated molecule of C3H9N3 in a non-equilibrium geometry.

As for the energy relative to the best compared isomer or geometry (same formula, charge and spin): 46.47 kcal per mole. The LUMO energy is 1.0 eV. The largest force on an atom is 0.0277 hartree/bohr.

Positions of all 15 atoms, in Å:
C -0.6356 1.1712 1.5917
N -0.9794 1.2921 0.1504
C -0.5518 0.0748 -0.5227
C 0.9571 0.1295 -0.6647
N 1.7662 -0.7840 -1.0367
N 1.2521 -2.0274 -1.4142
H -1.0105 0.2594 2.1137
H -1.0555 2.0495 2.1428
H 0.4533 1.2053 1.7565
H -2.0114 1.4173 0.1206
H -0.9051 -0.7898 0.0645
H -0.9916 -0.0728 -1.5283
H 1.3545 1.1516 -0.4503
H 0.3880 -2.3164 -0.9634
H 1.9697 -2.7602 -1.3601


6.
The following is a DFT calculation (the ωB97M-V functional and the def2-TZVPD basis) of an isolated molecule of C3H9N3 in a non-equilibrium geometry.

As for the energy relative to the best compared isomer or geometry (same formula, charge and spin): 33.29 kcal per mole. The LUMO energy is 0.9 eV. The largest force on an atom is 0.1088 hartree/bohr.

Positions of all 15 atoms, in Å:
H -1.8226 -1.4190 1.7443
N -1.4570 -0.5361 1.4740
C -0.6132 -0.7132 0.4949
N -0.3379 -1.8561 -0.1607
N 0.0042 0.3076 -0.1970
C -0.2211 1.7310 0.2720
C 1.2890 0.2051 -0.7448
H -0.7442 -2.8306 -0.0102
H -0.1963 -1.7490 -1.2244
H 0.4061 2.0397 1.2007
H -1.3080 1.8058 0.5297
H 0.0021 2.2996 -0.5983
H 2.1125 0.1152 0.0506
H 1.3540 1.2165 -1.3139
H 1.5322 -0.6166 -1.5168


> Which value of energy relative to the best compared isomer or geometry (same formula, charge and spin) does entry 4 give?

58.60 kcal per mole